{
  "formula": "C5H7NO2",
  "method": "ωB97M-V/def2-TZVPD",
  "species": ["C", "C", "C", "C", "C", "H", "H", "H", "H", "H", "H", "H", "N", "O", "O"],
  "xyz": [[1.64369, -1.35046, -0.27278], [0.85739, -0.35210, -1.03342], [-0.91349, 1.35274, -0.35250], [-1.46788, 1.21090, 1.12263], [-0.62132, -0.18973, 0.98431], [2.37310, -2.12684, -0.66263], [0.84799, -2.01328, 0.03788], [1.69828, -0.92586, 1.08593], [-0.57097, 2.43353, -0.31024], [-1.45603, 0.97156, -1.17070], [-2.45161, 1.05014, 1.34866], [-0.65416, 1.78259, 1.91628], [-0.05914, 0.25792, -0.16752], [0.98322, 0.30837, -2.12234], [-0.52860, -1.18404, 1.65209]],
  "mulliken_charge": [-1.07, 0.71, -0.53, -0.58, 0.34, 0.35, 0.37, 0.27, 0.26, 0.35, 0.38, 0.23, 0.11, -0.61, -0.59],
  "relative_energy_kcal_mol": 87.7,
  "gap_ev": 10.22,
  "e_tot_ev": -10879.812,
  "total_charge": 0,
  "homo_energy_ev": -9.9,
  "lumo_ev": 0.33
}